(1)
# C15H43BN6O7P2S2

A cluster of 3 separate species, C15H43BN6O7P2S2 in total in a non-equilibrium geometry (wB97M-V/def2-TZVPD, the Open Molecules 2025 dataset).

Calculated values
- structure (SMILES) = CB(O)[C@@H]1OS(=O)(=O)O[C@@H]1S.CN(C)P(=O)(N(C)C)N(C)C.CN(C)P(=O)(N(C)C)N(C)C
- LUMO energy (Eh) = 0.0003
- HOMO energy (eV) = -8.3
- strongest force on any atom (eV Å⁻¹) = 7.3
- M (g mol⁻¹) = 556.4

```
! wB97M-V def2-TZVPD RIJCOSX def2/J DEFGRID3
* xyz 0 1
C 3.04915 -1.58164 1.27794
B 3.52568 -0.16547 0.80406
O 3.60443 0.82809 1.77436
C 3.87858 0.18626 -0.72265
O 3.00812 -0.66884 -1.51836
S 3.76439 -1.36774 -2.72956
O 3.13158 -1.00715 -3.92529
O 4.04673 -2.72367 -2.49934
O 5.18676 -0.59373 -2.50802
C 5.30708 -0.01665 -1.23381
S 6.46850 -1.02198 -0.22804
H 3.46739 -2.39710 0.68410
H 3.27825 -1.65313 2.34262
H 1.95529 -1.60307 1.17307
H 3.05914 1.56028 1.43887
H 3.51156 1.18902 -0.98611
H 5.81025 0.94633 -1.30826
H 6.77948 -0.22541 0.81892
O -1.15137 1.43294 -2.51022
P -0.78675 1.66529 -3.95618
N -2.09847 2.71816 -4.35259
C -2.77771 2.83409 -5.62648
C -2.13715 3.96842 -3.59859
N -1.09495 0.06697 -4.50957
C -1.94054 -0.26217 -5.63916
C -1.20860 -0.97790 -3.49798
N 0.08870 1.99420 -5.43820
C 1.27294 1.11130 -5.61662
C 0.62338 3.37530 -5.50313
H -2.16200 3.26809 -6.42744
H -3.65917 3.47004 -5.52357
H -3.16975 1.88204 -5.97542
H -1.36148 4.67990 -3.91519
H -1.99467 3.78042 -2.53354
H -3.10492 4.46120 -3.69846
H -3.00655 -0.19324 -5.38622
H -1.74619 -1.28689 -5.96992
H -1.72641 0.36365 -6.50551
H -2.18923 -0.96558 -3.00720
H -0.43810 -0.87486 -2.73866
H -1.06503 -1.96086 -3.95422
H 1.97390 1.21069 -4.78485
H 1.79333 1.36181 -6.54268
H 0.99903 0.06517 -5.69968
H 1.21254 3.63049 -4.61803
H -0.17368 4.11028 -5.60887
H 1.25383 3.49592 -6.38327
O 0.33512 -1.35377 3.63216
P -0.79229 -1.02751 4.57896
N -0.42175 -2.20580 5.78599
C -1.35382 -2.92293 6.63182
C 0.88158 -2.04401 6.42691
N -2.07433 -1.58186 3.57368
C -3.09976 -2.51786 3.98950
C -1.77051 -1.79307 2.16162
N -1.96079 -0.18653 5.57959
C -2.71580 0.85756 4.83731
C -1.34479 0.52607 6.72512
H -1.86264 -2.29353 7.37618
H -0.83077 -3.70664 7.18303
H -2.11010 -3.45324 6.05948
H 0.90877 -1.19710 7.12659
H 1.65992 -1.87793 5.68090
H 1.16661 -2.94194 6.97597
H -2.72823 -3.55031 4.00677
H -3.94529 -2.48382 3.29579
H -3.51743 -2.26040 4.96267
H -1.24008 -2.73837 1.99582
H -1.16789 -0.98134 1.76326
H -2.69301 -1.81000 1.57573
H -2.04967 1.61267 4.40982
H -3.41888 1.35420 5.50773
H -3.30842 0.43469 4.03249
H -0.53346 1.18754 6.41005
H -0.95303 -0.16920 7.46632
H -2.09278 1.12200 7.24676
*
```


(2)
# C15H43ClNO17S4

A cluster of 7 separate species, C15H43ClNO17S4 in total in a non-equilibrium geometry (wB97M-V/def2-TZVPD, the Open Molecules 2025 dataset).

Calculated values
- energy above the lowest of the compared OMol25 structures with the same formula, charge and spin (kcal per mole) = 64.65
- LUMO energy (Eh) = 0.0785
- HOMO energy (eV) = -3.9
- strongest force on any atom (eV Å⁻¹) = 4.4
- M (g mol⁻¹) = 673.2

```
! wB97M-V def2-TZVPD RIJCOSX def2/J DEFGRID3
* xyz -1 1
N 0.52575 0.31148 0.64534
H 0.47961 -0.61887 1.03575
H 0.53046 0.89638 1.46872
H -0.27042 0.58521 0.08741
H 1.36869 0.46429 0.11036
Cl 1.64046 -2.18703 -1.80893
O 2.07770 -2.17461 -0.41996
O 0.67931 -1.14371 -2.01035
O 2.80186 -1.94802 -2.59150
O 1.13820 -3.47472 -2.08795
C -0.11072 3.91269 1.34506
C 0.64255 3.57313 2.64423
C 0.07557 4.20290 4.00915
O 0.90600 2.22065 2.74241
H 0.47300 3.51186 0.51639
H -0.11476 4.98751 1.16388
H -1.13987 3.55595 1.30397
H 1.51106 4.16215 2.34952
H 0.73801 4.20223 4.87476
H -0.87976 3.72933 4.23538
H -0.24166 5.23599 3.86703
O -1.74039 1.10383 -0.63054
S -2.58757 1.67612 -1.66891
O -3.89854 2.27603 -1.42244
O -1.70737 2.75523 -2.63067
C -0.49409 2.40565 -3.20690
C 0.51110 3.50174 -2.86224
C -2.87875 0.35143 -2.92610
H -0.63385 2.35970 -4.28693
H -0.12968 1.48344 -2.75432
H 0.90176 3.42610 -1.84746
H 0.12624 4.51902 -2.93381
H 1.42316 3.33393 -3.43503
H -3.02509 0.93135 -3.83735
H -3.70614 -0.34800 -2.80642
H -1.97500 -0.25755 -2.94818
O -3.13213 -6.61014 -0.56031
S -3.52400 -5.42213 -1.22598
O -4.51448 -4.49223 -0.67314
O -2.11122 -4.56639 -1.52675
C -2.28288 -3.08836 -1.69522
C -1.95684 -2.48601 -0.29153
C -3.85904 -5.87640 -3.04785
H -3.25831 -2.82920 -2.10692
H -1.60447 -2.72550 -2.46736
H -2.77392 -2.67134 0.40571
H -1.89229 -1.40228 -0.38873
H -0.97995 -2.79732 0.07842
H -4.78439 -6.40798 -3.26980
H -2.94345 -6.27655 -3.48337
H -3.90728 -4.94168 -3.60648
O 4.35675 2.99989 -1.01138
S 3.77214 1.73048 -1.37828
O 2.57847 1.19628 -0.70570
O 3.50747 1.67705 -3.01748
C 4.59369 2.09502 -3.87573
C 4.30189 3.40456 -4.60190
C 5.05524 0.42240 -1.25690
H 4.58219 1.39177 -4.70845
H 5.57862 1.99612 -3.41941
H 4.82824 3.52964 -5.54816
H 4.37542 4.26280 -3.93397
H 3.28396 3.24471 -4.95737
H 6.04847 0.83611 -1.43141
H 4.81526 -0.38126 -1.95306
H 5.00305 -0.02427 -0.26400
O 0.97909 -1.41442 4.78711
S -0.29450 -1.44614 4.08679
O -0.40226 -1.74711 2.62598
O -1.29723 -2.47420 4.96076
C -1.04077 -2.58203 6.37409
C -1.64441 -3.90429 6.87312
C -1.33688 0.07949 4.50287
H -1.40735 -1.76142 6.99080
H 0.00566 -2.59762 6.67880
H -1.42157 -4.65389 6.11382
H -2.72892 -3.83440 6.95707
H -1.17743 -4.21066 7.80916
H -2.33855 0.08428 4.07307
H -0.74096 0.94724 4.22003
H -1.32683 0.20466 5.58561
*
```


(3)
# C15H46CoN9O7

A structure of composition C15H46CoN9O7 in a non-equilibrium geometry (wB97M-V/def2-TZVPD, the Open Molecules 2025 dataset).

Calculated values
- energy above the lowest of the compared OMol25 structures with the same formula, charge and spin (kcal per mole) = 0.00
- LUMO energy (alpha / beta) (Eh) = -0.0818 / -0.0976
- <S²> = 3.756
- HOMO energy (alpha / beta) (eV) = -11.2 / -11.2
- strongest force on any atom (eV Å⁻¹) = 1.8
- M (g mol⁻¹) = 523.5

```
! wB97M-V def2-TZVPD RIJCOSX def2/J DEFGRID3
* xyz 1 4
Co -2.15789 0.59801 -0.91404
O -0.27446 0.14578 -1.12550
H 0.11340 -0.34644 -0.38948
C 3.30501 1.35484 1.06503
C 2.25521 2.27639 1.66391
C 2.80103 3.66005 1.90674
O 1.78993 4.49366 2.41406
C 2.20353 5.84458 2.48254
N 1.02519 2.28548 0.85858
H 4.14489 1.09519 1.70257
H 3.58501 1.68914 0.06079
H 2.79108 0.40569 0.84516
H 2.03870 1.89278 2.67033
H 3.19370 4.10476 0.97967
H 3.62864 3.55122 2.62305
H 2.66195 6.14784 1.53835
H 2.90674 5.97701 3.31174
H 1.31951 6.43934 2.69785
H 0.94040 3.21507 0.44878
H 1.21544 1.73718 0.01866
C -1.01983 -0.26977 3.07323
C -2.21407 0.04721 2.17283
C -3.36370 0.69977 2.91003
O -3.64347 -0.07298 4.05543
C -4.34986 0.65287 5.03265
N -1.72742 1.02617 1.11259
H -0.32551 -0.86574 2.48036
H -1.36068 -0.88327 3.90677
H -0.61105 0.65401 3.47843
H -2.59338 -0.81339 1.62402
H -4.25255 0.78897 2.27042
H -3.12056 1.71052 3.27471
H -5.14927 1.23938 4.55619
H -3.71164 1.36650 5.56827
H -4.83137 0.00991 5.76420
H -0.70895 0.94964 1.05707
H -1.83101 1.91403 1.60355
C 3.24707 -2.13140 -1.65674
C 1.96619 -2.82093 -1.21602
C 1.59625 -2.36085 0.18586
O 0.28952 -2.70176 0.59493
C 0.14165 -4.05415 1.00764
N 0.89959 -2.49403 -2.23735
H 4.02897 -2.32078 -0.91402
H 3.16985 -1.05587 -1.83696
H 3.60919 -2.53120 -2.60528
H 2.14091 -3.89737 -1.28735
H 1.63581 -1.26744 0.22830
H 2.35487 -2.76569 0.86763
H -0.81720 -4.08469 1.52400
H 0.86361 -4.34157 1.78493
H 0.27157 -4.73048 0.16011
H 0.09630 -3.04471 -1.94073
H 0.65797 -1.55362 -1.89878
C -2.34193 -0.26082 -3.82688
O -2.55987 0.52337 -2.89053
N -3.31020 -0.58497 -4.71710
N -1.11600 -0.78625 -4.03848
H -4.23191 -0.19926 -4.61399
H -3.12804 -1.03522 -5.59629
H -0.93066 -1.45238 -4.76547
H -0.40728 -0.54282 -3.36006
C 2.26098 1.97003 -3.01088
O 1.91721 2.81623 -2.21028
N 1.75366 0.69502 -2.99067
N 3.20317 2.19789 -3.98384
H 2.08799 -0.02633 -3.60288
H 1.00988 0.51759 -2.30862
H 3.67795 3.07959 -4.02336
H 3.46977 1.50278 -4.65507
C -2.73354 -2.62253 -0.97383
O -2.67193 -1.42892 -0.69067
N -2.07632 -3.12496 -2.05081
N -3.55642 -3.48797 -0.32344
H -2.18162 -4.07778 -2.34824
H -1.41863 -2.54892 -2.54257
H -4.04533 -3.22291 0.51134
H -3.49574 -4.46534 -0.54713
*
```


(4)
# C15H46InO8S7

A structure of composition C15H46InO8S7 in a non-equilibrium geometry (wB97M-V/def2-TZVPD, the Open Molecules 2025 dataset).

Calculated values
- LUMO energy (Eh) = -0.4612
- HOMO energy (eV) = -16.0
- strongest force on any atom (eV Å⁻¹) = 3.1
- M (g mol⁻¹) = 693.8

```
! wB97M-V def2-TZVPD RIJCOSX def2/J DEFGRID3
* xyz 3 1
In -0.74014 0.22130 -0.35393
C -4.45822 1.89380 -0.46957
O -3.24692 1.67693 -1.08066
H -4.38025 2.46228 0.45717
H -5.06366 2.41761 -1.20929
H -4.95722 0.95953 -0.21221
H -2.79396 2.52108 -1.14255
C 0.97689 -3.47446 -3.79045
S 0.43974 -1.74810 -4.16056
O 0.06323 -1.12890 -2.81114
C 1.97864 -1.00698 -4.79054
H 0.15772 -4.05860 -3.37114
H 1.76222 -3.59723 -3.04460
H 1.33642 -3.93103 -4.71261
H 2.68917 -0.92022 -3.96851
H 1.87695 0.01201 -5.16395
H 2.43615 -1.68270 -5.51317
C -5.16319 -0.64175 -3.14883
S -3.34874 -0.91309 -3.40163
O -2.75316 -0.99402 -2.00380
C -3.28531 -2.64697 -4.00330
H -5.61909 -1.23381 -2.35528
H -5.70739 -0.88818 -4.06055
H -5.40520 0.39501 -2.91502
H -2.25401 -2.99081 -3.92384
H -3.62132 -2.79810 -5.02914
H -4.05343 -3.15834 -3.42314
C 3.46459 -3.50730 -0.53100
S 3.06284 -1.73534 -0.95459
O 1.68430 -1.38125 -0.37046
C 4.26614 -0.85574 0.25155
H 3.35828 -3.76846 0.52189
H 4.49958 -3.59038 -0.86264
H 2.89247 -4.16356 -1.18682
H 4.11846 0.22120 0.33217
H 5.29025 -1.02811 -0.07951
H 4.10742 -1.27387 1.24556
C 4.07000 1.76980 -2.34425
S 2.26446 1.90235 -2.63252
O 1.77004 1.04705 -1.43070
C 1.97796 3.67643 -2.11853
H 4.66333 2.41337 -2.99377
H 4.43433 0.75118 -2.47759
H 4.16982 2.09543 -1.30883
H 0.94991 3.90409 -2.40028
H 2.53056 4.38760 -2.73248
H 2.10424 3.87122 -1.05353
C -2.65485 1.91616 4.59054
S -2.03539 2.43643 2.94604
O -2.18433 1.23062 1.99078
C -3.48994 3.54013 2.61908
H -2.80157 2.76368 5.26007
H -1.99527 1.14352 4.98561
H -3.58620 1.35186 4.63821
H -4.37436 2.91421 2.73799
H -3.39052 4.04106 1.65612
H -3.53564 4.42012 3.26066
C 1.40385 1.81120 3.93365
S 2.34020 0.94663 2.62927
O 1.41756 0.84573 1.41788
C 3.48522 2.35099 2.23437
H 0.85649 2.66891 3.54272
H 2.06559 2.19328 4.71097
H 0.70171 1.16683 4.46269
H 4.30740 2.25436 2.94344
H 2.93609 3.29023 2.30056
H 3.88249 2.30573 1.22035
C 0.64825 -3.18180 3.60164
S -0.17262 -1.51998 3.66858
O -0.55899 -1.11261 2.26893
C -1.78371 -2.04738 4.52825
H 1.62837 -3.03050 3.14933
H 0.06742 -3.81953 2.93529
H 0.70803 -3.82095 4.48256
H -2.36005 -2.59106 3.77969
H -2.43298 -1.23535 4.85559
H -1.63717 -2.71449 5.37771
*
```